No. 1
DFT (wB97M-V/def2-TZVPD) results for C5H16NO2 as an isolated structure in a non-equilibrium geometry.

Maximum force (eV Å⁻¹): 4.853
Multiplicity: 2
E (eV): -11022.4288
Orbital gap (spin up / spin down) (Ha): 0.346 / 0.259

CARTESIAN COORDINATES (ANGSTROEM)
O (2.8661, -1.5652, 1.3017)
O (-2.4538, -0.3035, -0.3187)
N (-4.5395, 3.0406, -1.5473)
C (0.5088, -1.1422, 0.2847)
C (1.8170, 0.7096, 0.9763)
C (-0.1576, -1.6466, -1.0145)
C (2.6784, 0.6305, -0.1123)
C (0.3855, 0.2968, 0.6835)
H (0.1797, -1.7620, 1.1337)
H (2.0946, 0.5451, -1.0414)
H (-4.0715, 2.1664, -1.3744)
H (1.8952, 1.3968, 1.8027)
H (-1.2184, -1.2604, -0.8195)
H (-0.1376, 0.9212, -0.0420)
H (-5.0406, 2.9432, -2.4190)
H (2.6818, -0.4158, 0.8358)
H (1.5984, -1.3761, 0.2800)
H (-0.2426, -2.7455, -1.0085)
H (0.3645, -1.3373, -1.9096)
H (-3.1119, -0.9838, -0.0958)
H (3.4381, -1.5930, 2.0772)
H (-5.2409, 3.2627, -0.8562)
H (3.6232, 1.1487, -0.1760)
H (-0.3095, 0.3680, 1.5771)

Forces on atoms 1 to 2 (eV/Å):
O 0.734 1.328 0.234
O -0.188 0.198 0.040

Atom charges from the Mulliken analysis, given in e for atoms 1 to 6: -0.848, -0.499, -0.654, -0.566, -0.615, -0.839

No. 2
DFT (wB97M-V/def2-TZVPD) results for C19H27N2O2PdSSi as an isolated structure.

Charge: +3
Maximum force (eV Å⁻¹): 0.275
Multiplicity: 5
E (eV): -49379.8150
Orbital gap (spin up / spin down) (Ha): 0.244 / 0.184

CARTESIAN COORDINATES (ANGSTROEM)
Pd (0.0808, 0.2679, 1.3841)
S (-4.1210, 1.7528, 2.9955)
Si (-0.1628, -2.1803, 1.3622)
O (0.6528, 0.9234, -0.6441)
O (1.2370, 0.6289, 3.4740)
N (-1.9644, 1.1416, 1.7392)
N (2.0391, 1.9894, -2.0403)
C (2.2039, -4.0697, -2.2406)
C (3.2021, 2.8531, -2.3290)
C (0.5339, -2.5405, -1.4690)
C (-2.3780, 2.1658, -0.4825)
C (0.5268, -2.8983, 2.9289)
C (1.6588, 1.6868, -0.8156)
C (-4.4683, 3.3432, -0.7557)
C (-2.7273, 1.8562, 0.8598)
C (1.2839, -3.0250, -2.4971)
C (2.4064, 2.2147, 0.3724)
C (2.3862, -4.5891, -0.9254)
C (-1.9226, -2.7140, 1.0629)
C (-2.5982, 1.0246, 2.8917)
C (1.6206, -4.1136, 0.0988)
C (1.2885, 1.4159, -3.1622)
C (-3.9496, 2.2815, 1.3745)
C (-4.8385, 3.0244, 0.5937)
C (0.7475, -3.0063, -0.1200)
C (-3.2716, 2.9207, -1.2719)
H (3.3176, 2.9180, -3.4049)
H (2.7408, -4.5232, -3.0653)
H (0.0216, -2.4782, 3.8013)
H (-3.0083, 3.1648, -2.2919)
H (1.1534, -2.6591, -3.5065)
H (3.2127, 2.8972, 0.1292)
H (3.0493, 3.8589, -1.9434)
H (-2.3260, -2.3316, 0.1248)
H (-1.4302, 1.8119, -0.8785)
H (4.1147, 2.4307, -1.9144)
H (1.3791, 1.4682, 3.9301)
H (-2.5638, -2.3755, 1.8808)
H (1.5987, -2.7215, 3.0334)
H (-5.1539, 3.9226, -1.3603)
H (2.8252, 1.3731, 0.9284)
H (1.7023, 2.7396, 1.0209)
H (3.1142, -5.3715, -0.7541)
H (-0.2119, -1.7785, -1.6588)
H (0.3466, -3.9776, 2.9535)
H (-2.1759, 0.5030, 3.7407)
H (1.7279, -4.5414, 1.0865)
H (0.2583, 1.7694, -3.1578)
H (-5.7918, 3.3587, 0.9872)
H (-1.9737, -3.8063, 1.0422)
H (1.7610, 1.7156, -4.0904)
H (1.5637, -0.0515, 4.0765)
H (1.2826, 0.3297, -3.0935)

Forces on atoms 1 to 2 (eV/Å):
Pd 0.257 -0.045 0.036
S 0.000 -0.041 0.134

Atom charges from the Mulliken analysis, given in e for atoms 1 to 6: 0.456, -0.034, 0.727, -0.599, -0.399, 0.149

No. 3
DFT (wB97M-V/def2-TZVPD) results for an isolated molecule of C29H26N2O5 in a non-equilibrium geometry.

Maximum force (eV Å⁻¹): 1.340
E (eV): -43714.1327
Orbital gap (Ha): 0.341

CARTESIAN COORDINATES (ANGSTROEM)
O (-1.3961, -0.0512, 1.5278)
O (1.5880, -4.3832, -1.1263)
O (0.0302, 3.0857, 2.3799)
O (0.6873, -0.9891, -0.4968)
O (-0.1058, -1.6979, 2.3573)
N (-0.4909, -2.8847, -0.1893)
N (0.4948, 1.6921, 0.6600)
C (-0.9107, -1.2849, 1.5659)
C (4.8741, 1.4735, -0.1851)
C (-0.0758, 2.0100, 1.8263)
C (2.7576, -4.8681, -1.5616)
C (-0.7623, 2.7881, -1.6147)
C (-2.5464, -3.1192, 1.1447)
C (-1.4220, 3.3405, -2.7001)
C (2.5999, 1.3039, -1.7547)
C (1.0978, 4.2412, -2.0168)
C (3.7003, 2.0799, 0.2268)
C (-1.5499, -2.1620, 0.4822)
C (-3.4254, -2.0435, 3.2382)
C (-0.8241, 4.3402, -3.4462)
C (0.4397, 4.7905, -3.1007)
C (3.7767, 0.7079, -2.1720)
C (-4.3506, -1.2620, 3.9074)
C (2.5570, 2.0053, -0.5570)
C (-5.4470, -0.7527, 3.2330)
C (3.6615, -3.8659, -1.7535)
C (0.5033, 3.2341, -1.2645)
C (-0.8996, 0.8876, 2.4742)
C (0.6237, -2.2089, -0.5531)
C (-5.6154, -1.0295, 1.8871)
C (1.7275, -3.0367, -1.0357)
C (2.9953, -2.6708, -1.4109)
C (-4.6880, -1.8083, 1.2182)
C (4.9166, 0.7915, -1.3891)
C (1.2720, 2.6568, -0.0946)
C (-3.5860, -2.3232, 1.8876)
H (1.5000, 3.4723, 0.6052)
H (-3.0128, -3.7368, 0.3741)
H (-2.5688, -2.4365, 3.7669)
H (-2.4085, 2.9867, -2.9632)
H (-6.1684, -0.1419, 3.7549)
H (3.8052, 0.1803, -3.1153)
H (-2.0005, -3.7625, 1.8385)
H (-0.4576, -3.8890, -0.1117)
H (-0.2715, 0.3701, 3.2089)
H (-1.2381, 2.0098, -1.0369)
H (-4.2141, -1.0494, 4.9574)
H (0.4261, 0.7602, 0.2678)
H (1.7113, 1.2293, -2.3627)
H (-2.0600, -1.5034, -0.2311)
H (3.6694, 2.6174, 1.1637)
H (-4.8216, -2.0212, 0.1670)
H (5.7589, 1.5382, 0.4312)
H (4.6716, -3.9672, -2.0927)
H (3.3795, -1.6715, -1.4249)
H (5.8353, 0.3258, -1.7161)
H (-1.3402, 4.7690, -4.2927)
H (0.9118, 5.5726, -3.6772)
H (-6.4697, -0.6359, 1.3564)
H (-1.7572, 1.3362, 2.9814)
H (2.8277, -5.9299, -1.6954)
H (2.0845, 4.5902, -1.7473)

Forces on atoms 1 to 2 (eV/Å):
O -0.183 0.333 -0.224
O -0.524 -0.039 0.167

Atom charges from the Mulliken analysis, given in e for atoms 1 to 6: -0.168, -0.415, -0.706, -0.697, -0.635, -0.151

No. 4
DFT (wB97M-V/def2-TZVPD) results for an isolated ion of composition C3H8NS and charge -1 in a non-equilibrium geometry.

Charge: -1
Maximum force (eV Å⁻¹): 4.779
E (eV): -15565.8150
Orbital gap (Ha): 0.234

CARTESIAN COORDINATES (ANGSTROEM)
S (0.5071, 2.2089, 1.7023)
N (-0.0229, -0.3277, -2.0374)
C (-0.5066, 0.0911, -0.6740)
C (0.5086, -0.3293, 0.2420)
C (0.2160, 0.3319, 1.6352)
H (0.7364, -0.0692, 2.5454)
H (-0.6009, 1.2824, -0.5882)
H (0.3844, -1.4146, 0.2139)
H (0.3021, -1.2812, -1.8733)
H (1.4549, 0.0620, 0.0322)
H (-0.7725, 0.0552, 1.8409)
H (-1.4634, -0.2619, -0.2738)
H (-0.7431, -0.3476, -2.7650)

Forces on atoms 1 to 2 (eV/Å):
S -0.305 -1.287 -0.232
N -0.966 -0.119 0.655

Atom charges from the Mulliken analysis, given in e for atoms 1 to 6: -0.689, -0.563, -0.286, -0.592, -0.947, 0.255

Here are the calculated energy above the lowest of the compared OMol25 structures with the same formula, charge and spin numbers, same order: 491.0, 4.9, 0.0, 118.4 (kJ/mol).